Record 1
Formula: C26H32B2BrF4N6O6SV
Source: the OMol25 dataset
Level of theory: wB97M-V/def2-TZVPD

Structure (XYZ):
```
79
Properties=species:S:1:pos:R:3:forces:R:3:mulliken_spin:R:1
C -0.607 -1.346 -5.211 0.3816 -0.2474 -0.3166 -0.001
C 4.197 -1.142 0.027 -0.0467 0.3327 0.1623 0.000
C 1.375 -2.539 -6.783 -0.0237 0.0309 0.0229 0.000
H -2.715 -3.395 4.312 0.0168 -0.0174 0.0306 0.000
O 1.829 -4.023 1.791 0.0737 -0.0956 -0.1843 0.000
C -2.998 2.388 0.071 -0.3912 -0.6354 0.3318 0.023
C -0.155 -2.681 2.215 -0.2434 0.7090 0.0939 -0.002
C 0.629 -3.814 2.413 -0.1821 0.0750 0.1475 -0.002
H -1.936 -1.847 -6.825 -0.0038 0.0317 -0.0149 0.000
C 0.176 -4.817 3.263 0.1397 -0.0164 -0.0609 0.000
F -3.121 2.811 2.892 0.0252 -0.0291 -0.0470 0.001
H -2.490 -0.306 -4.999 0.0063 -0.0012 -0.0171 0.000
H 2.733 -1.968 -5.229 -0.0060 0.0162 0.0203 0.000
H -0.310 2.370 5.029 0.0365 0.0109 0.0218 0.000
C -1.813 -0.765 -3.093 -0.0928 0.2500 -0.5816 -0.001
H 1.339 -1.579 1.159 -0.1537 0.1991 0.0433 -0.006
F 2.183 1.832 -2.422 -0.0864 0.3232 0.0187 0.001
C -1.347 -2.529 2.917 0.0250 -0.2097 0.0178 -0.005
H 0.308 -2.822 -0.570 0.0762 0.0795 -0.0234 0.000
H 3.092 3.669 1.315 0.0272 -0.0347 0.0384 0.000
F -3.795 0.877 3.947 0.1787 -0.2344 -0.0332 0.000
O -0.012 2.334 -1.809 -0.0016 0.3772 -0.0001 0.004
C -1.782 -3.518 3.780 -0.1147 0.1039 -0.0108 0.001
H -1.484 3.991 -2.628 -0.0591 0.0386 -0.0515 0.000
H 0.784 -5.704 3.375 0.0040 0.0030 0.0470 0.000
O -1.528 1.204 3.458 0.0190 0.0049 0.1535 0.006
C 2.475 3.624 2.207 -0.0506 -0.0394 -0.1395 -0.001
H 2.188 -3.206 1.431 0.0044 0.0422 0.1002 0.000
C -1.688 -0.763 -4.431 -0.3307 0.2153 0.5103 -0.001
C 0.537 2.736 4.458 -0.0348 -0.0643 -0.0830 -0.003
O -0.205 -0.383 1.464 -0.4817 0.2345 -0.4146 -0.076
H 1.003 -0.866 -3.866 0.0123 -0.0423 0.0418 0.001
H 4.007 0.173 3.513 0.0536 -0.0352 0.0625 0.000
N -2.473 1.432 0.756 -1.8157 0.3773 0.0238 -0.071
N -0.660 1.726 2.586 0.0916 1.1323 1.5334 0.028
O -3.164 0.766 1.695 -0.3558 0.3074 0.2252 0.004
H 5.336 0.499 2.374 0.0817 -0.0482 0.0962 0.000
H 2.123 4.632 2.443 0.0076 0.0003 0.0562 0.000
H 4.900 -1.185 2.785 0.0036 0.0001 0.0967 0.000
C -2.038 2.857 -0.942 0.4717 0.0228 -0.5458 0.021
N -0.198 -2.057 -0.142 -0.2510 -0.0341 0.0773 0.004
C 0.354 2.392 3.025 -0.8551 -0.3098 0.6439 0.018
C 4.522 -0.179 2.621 -0.1300 0.0688 -0.3746 0.000
N -0.937 -1.253 -0.902 -0.0849 0.6065 -0.3484 0.021
C 0.243 -1.635 1.190 0.9994 -2.2367 -0.4713 0.009
C -2.376 3.785 -2.045 0.1861 0.0288 0.1127 0.000
H -5.047 1.926 0.164 0.0134 -0.0087 -0.0031 0.003
H 1.454 2.287 4.843 0.0268 0.0193 -0.0081 0.001
N -0.908 2.246 -0.814 -0.5521 0.6016 -1.7783 0.022
S 3.307 -0.177 1.275 0.2706 -0.0663 0.2023 0.002
H 3.065 3.269 3.052 -0.0213 -0.0104 0.0246 0.000
H 4.520 -2.093 0.449 -0.0067 -0.0362 -0.0700 0.000
Br -3.325 0.124 -2.355 -0.1352 -0.0214 0.0055 0.001
F 1.091 0.393 -1.001 -0.3365 0.7581 0.2989 0.008
C 1.703 -1.966 -5.563 0.0692 -0.0759 -0.0574 0.000
C -1.022 -4.669 3.938 0.0196 -0.0011 -0.0413 0.000
N 0.993 2.233 0.831 1.4022 0.8462 0.5586 -0.036
H -1.361 -5.459 4.595 0.0020 -0.0012 0.0106 0.000
C -0.913 -1.879 -6.471 -0.0297 -0.0648 0.2316 0.000
C 1.303 2.742 1.975 0.4905 0.2770 -0.6862 -0.031
H -4.562 3.277 1.169 0.0256 -0.0084 0.0066 0.004
B -2.965 1.431 3.047 -0.1712 0.3420 0.0443 -0.022
C -0.963 -1.467 -2.169 0.1829 -0.2694 0.6685 -0.001
C 0.725 -1.376 -4.780 -0.1704 0.1884 -0.0285 -0.001
C -4.408 2.812 0.194 0.0246 0.0837 -0.0103 -0.001
O 1.800 2.475 -0.206 -0.0510 0.2857 0.0135 0.000
H -1.935 -1.631 2.771 -0.0309 -0.0088 0.0030 0.003
H -2.784 4.714 -1.643 -0.0209 -0.0026 0.0098 0.001
H -3.133 3.334 -2.690 -0.0048 -0.0530 0.0078 0.000
H 0.612 3.819 4.576 0.0733 0.0134 -0.0367 0.001
H 2.142 -3.004 -7.386 -0.0034 -0.0042 -0.0099 0.000
H -0.323 -2.235 -2.603 -0.1151 -0.0899 -0.0072 -0.002
H -4.690 3.509 -0.588 0.0122 -0.0274 -0.0467 0.000
B 1.302 1.770 -1.409 0.4173 -0.9830 -0.2545 -0.029
C 0.063 -2.488 -7.238 0.0655 0.0093 -0.0293 0.000
V -0.612 1.102 0.753 1.3604 -2.8713 0.0545 1.105
H 5.056 -0.578 -0.331 0.0471 -0.0734 -0.0536 0.000
H -0.196 -2.917 -8.197 -0.0003 0.0042 -0.0049 0.000
H 3.507 -1.298 -0.800 0.0196 -0.0425 -0.0260 0.000
```
Forces are in eV/Å.

⟨S²⟩ = 0.764
spin multiplicity = 2
HOMO (alpha / beta) = -0.378 / -0.377 Ha
total charge = +1


Record 2
Formula: C26H32BNO7Tm
Source: the OMol25 dataset
Level of theory: wB97M-V/def2-TZVPD

Structure (XYZ):
```
68
Properties=species:S:1:pos:R:3:forces:R:3:mulliken_spin:R:1
C -1.767 1.299 0.797 0.5028 1.1369 -0.0510 -0.007
C -2.639 -4.853 -0.438 0.9233 -2.4507 2.4381 0.000
C 1.579 4.424 0.384 -0.9456 -1.5206 -1.2168 0.159
C 2.313 -4.612 0.750 -0.2003 0.9647 -0.1413 0.000
H -0.038 5.280 -2.444 -0.1543 0.0721 -0.2089 -0.008
O -2.670 -5.051 -1.750 0.5142 0.8965 -1.1085 0.000
H 0.068 -0.675 -2.512 -0.2573 0.2646 -0.0189 -0.001
H 3.262 -4.750 0.241 0.0938 -0.3720 -0.0814 0.000
H 1.670 -5.471 0.611 -0.0136 -0.2874 0.1188 0.000
C -1.633 -0.853 -0.251 -0.4626 -0.4295 -1.4921 0.001
C 1.642 -3.348 0.149 0.7567 -0.9895 -0.0619 0.001
C 0.116 -3.187 -3.508 0.2728 0.6842 0.1627 0.000
C 0.810 4.322 -0.749 0.2824 -3.1231 2.3304 0.086
C 2.124 5.636 0.722 1.7612 -0.7711 2.9327 0.115
H -0.938 -3.409 -3.373 0.0010 -0.2917 0.0218 0.000
O -1.947 3.752 0.999 0.4379 -0.5494 -0.2881 0.002
H -2.621 1.007 5.115 -0.6649 0.2368 0.4919 0.000
C -1.667 2.761 0.395 -0.3842 0.3022 0.9004 0.016
O -1.389 -1.633 -1.363 1.0706 0.2262 0.7229 0.001
H -2.284 -4.258 -2.166 -0.7259 -0.2801 -0.2477 0.000
H 0.679 -4.039 -3.865 -0.1735 -0.2988 -0.0852 0.000
H 0.110 -4.297 -1.074 -0.0442 -0.2301 0.3436 0.000
H 2.894 4.820 2.519 0.1226 -0.0550 0.2039 -0.003
C 2.971 5.748 1.964 -1.1290 -0.6511 -0.9016 0.022
H 4.008 5.894 1.680 0.3407 0.4213 0.0276 0.040
H 0.466 -1.058 -0.818 0.5429 0.0437 0.3992 0.005
H -2.434 -3.130 2.124 0.1846 0.0582 0.2765 0.000
H 1.756 3.534 0.988 -0.0090 0.2904 0.2276 0.008
H 3.532 -2.486 0.798 0.3362 0.1103 -0.0040 0.000
C 0.240 2.980 -1.128 -0.5149 1.1529 -0.7748 0.098
O -3.083 1.260 4.304 1.0562 -0.9236 -0.4300 0.000
H -2.264 -1.086 3.026 -0.0777 -0.2753 0.0901 0.000
C 0.776 -2.638 -2.237 -0.4516 -0.8255 0.2813 0.000
H -4.012 -3.764 0.687 -0.1781 0.0991 -0.1075 0.000
N -1.176 2.792 -0.964 0.2534 -0.6861 -0.6126 0.008
C -1.426 1.463 -1.520 -1.0897 -1.0693 -1.0110 0.007
C -1.978 0.728 2.041 -0.3136 2.1316 0.2553 0.000
C -0.005 -1.435 -1.734 0.1828 -0.1875 -0.8788 -0.013
H 1.748 -2.269 -2.563 0.1217 0.4324 0.0212 0.000
H 2.514 -4.434 1.801 0.0393 -0.2655 0.2053 0.000
H 0.975 7.477 -1.837 -0.1597 0.1412 -0.2018 0.008
O -2.271 -5.771 0.278 -0.5425 1.5362 -0.5899 0.000
C -1.908 -1.433 0.967 0.0503 -1.8112 -0.0553 0.003
H 1.725 -4.456 -1.682 0.1310 -0.1396 -0.0755 0.000
C -2.061 -2.922 1.129 -0.8368 -0.3900 -0.5206 0.000
O -1.493 1.214 -2.694 0.6022 0.4529 1.4026 0.001
H 0.450 2.832 -2.186 0.1259 -0.2571 -0.2221 0.019
H 0.899 -3.032 0.877 -0.3700 0.1563 -0.1404 0.000
H 2.594 6.555 2.580 0.2496 0.4535 0.1460 0.021
C 1.045 -3.755 -1.206 -0.4523 0.9478 -0.2878 0.000
H 0.170 -2.411 -4.266 -0.0752 0.0075 -0.3052 0.000
C 1.880 6.722 -0.095 -0.2424 2.0765 -1.0955 0.216
H 2.245 -1.344 0.502 0.2795 0.1250 0.1212 0.001
C -1.601 0.527 -0.337 0.5866 0.8732 -0.9563 -0.001
C 0.567 5.399 -1.560 -0.6411 1.4225 -1.3645 0.211
B -2.157 1.610 3.353 -0.8589 0.4058 0.5017 0.000
C 1.118 6.607 -1.221 0.2130 1.3580 -0.3305 -0.010
O -1.380 2.723 3.513 1.3132 -0.7510 -0.2342 -0.001
C 2.743 -2.260 0.093 -0.9817 0.0926 0.1926 -0.001
H 3.121 -2.025 -0.896 0.2442 -0.1061 -0.1205 0.000
H -1.127 -3.467 1.037 0.2585 0.0683 -0.0996 0.000
C -2.056 -0.633 2.069 -0.3130 -0.2465 1.2065 -0.002
C -3.100 -3.537 0.140 0.3531 0.0506 -0.3814 0.000
Tm 1.546 0.724 0.417 -0.1451 -1.7641 0.9254 1.010
H 2.302 7.678 0.178 0.0772 0.1824 -0.0112 -0.006
H -1.068 2.795 4.423 -0.4582 0.6377 0.1668 0.000
H 0.780 2.172 -0.587 -0.1585 1.0577 -0.5417 -0.005
H -3.326 -2.899 -0.705 -0.2562 0.4284 0.1420 0.000
```
Forces are in eV/Å.

⟨S²⟩ = 2.018
spin multiplicity = 3
HOMO (alpha / beta) = -0.600 / -0.600 Ha
total charge = +3


Record 3
Formula: C26H32CaNO6
Source: the OMol25 dataset
Level of theory: wB97M-V/def2-TZVPD

Structure (XYZ):
```
66
Properties=species:S:1:pos:R:3:forces:R:3:nbo_charge:R:1
C -1.025 -2.043 -0.348 -0.0836 0.5171 0.0228 -0.434
C 1.095 -1.081 3.250 0.0706 -0.1405 -0.1097 -0.148
C -2.153 3.080 -3.893 0.1749 0.4304 -0.2495 0.265
H 0.582 0.438 4.717 0.2150 -0.3168 -0.1539 0.242
N 0.993 -0.874 6.960 -0.4973 1.4256 2.2442 0.508
H 1.557 -3.419 6.321 0.1052 0.0967 -0.2879 0.232
C -1.869 -0.019 -1.059 -0.4038 -0.2946 0.3486 -0.270
H 0.290 -3.137 -6.351 0.2875 0.2245 0.0285 0.217
H -1.128 3.640 -5.789 0.2486 0.3223 0.2700 0.199
H -0.674 -3.079 -0.358 -0.0457 0.2609 0.1842 0.204
C 2.320 0.810 -1.834 -0.2640 0.4055 0.4182 -0.476
H 2.484 1.036 -2.884 0.0315 -0.0155 0.0701 0.190
C -2.003 -0.080 0.350 0.4874 -0.5005 -0.6890 -0.353
C 1.170 -2.652 -5.910 -0.0888 -0.0467 0.1459 -0.434
C 2.287 -3.600 -3.908 -0.8739 0.3626 0.0013 -0.081
H -0.532 4.554 -4.290 -0.2616 -0.0870 -0.4993 0.208
H 3.113 -0.291 1.235 -0.1179 -0.1228 -0.2912 0.211
C -1.277 -1.235 -1.504 -0.0359 0.1395 0.5785 -0.493
H -2.513 0.659 0.967 0.3261 -0.0705 -0.0709 0.187
C 2.180 -3.714 -5.443 0.2225 -0.0171 0.0262 -0.431
H -0.325 -2.067 -4.474 0.5555 0.4027 0.1680 0.209
H 4.136 -0.406 -1.272 -0.0778 0.1378 0.0583 0.198
C 1.489 0.923 0.316 0.8081 -0.1469 -0.6306 -0.336
C 2.660 0.120 0.339 0.2112 1.0469 -0.4662 -0.302
Ca 1.453 -1.747 -1.481 -0.9992 2.0110 3.5375 1.797
O 0.815 -4.204 1.636 0.6695 1.0158 -0.1334 -0.693
C 1.451 -2.780 5.446 0.0801 0.5338 0.2008 -0.196
H 0.681 2.601 -3.563 -0.2959 -0.2365 -0.1523 0.197
O 0.643 0.329 7.044 0.6376 -2.1237 0.1222 -0.405
H 0.899 1.217 1.179 -0.0247 -0.1495 -0.3020 0.206
H -3.069 2.028 -5.584 0.0876 -0.1256 0.2636 0.203
H 1.609 -1.983 -6.651 -0.0456 -0.1263 0.0233 0.218
H -3.913 3.474 -5.052 0.0452 -0.2770 0.1410 0.198
C 0.745 -1.869 -4.667 -0.2250 -0.3176 0.5246 -0.071
H 1.812 -4.487 -3.445 0.3099 0.5823 0.0456 0.198
O 1.763 -2.405 0.624 -0.0683 -1.4102 1.4223 -0.888
H 3.159 -3.533 -5.905 -0.2478 -0.1870 0.1015 0.217
H 3.323 -3.473 -3.552 -0.4899 -0.0352 -0.0893 0.203
H 0.972 -0.404 2.400 -0.1183 -0.4498 0.2706 0.255
C 1.119 -1.424 5.656 0.0465 -0.7816 -2.1988 -0.016
H 0.047 1.662 -4.978 0.0065 0.0618 0.3280 0.154
C 1.338 -3.069 1.645 -0.1040 -0.7744 -1.3152 0.779
C -0.198 2.393 -4.191 -0.4753 -0.2103 0.2370 -0.057
C 1.420 -2.432 3.016 -0.2727 0.2130 1.3862 -0.087
O -1.359 1.963 -3.401 0.5891 0.7345 -0.5828 -0.524
C 3.205 0.078 -0.978 -0.3052 -0.0718 0.3817 -0.516
O 1.511 -2.384 -3.497 0.4621 -1.5262 -3.5353 -0.656
H -1.343 -1.614 1.836 -0.0495 -0.0368 -0.3303 0.195
C -1.410 -1.291 0.797 -0.4837 -0.2282 -0.5167 -0.331
H 1.816 -4.711 -5.738 0.3845 0.3091 0.1897 0.221
H -4.006 1.986 -4.053 0.1973 0.1478 -0.2185 0.229
C 1.608 -3.269 4.150 -0.1493 0.3751 -0.0205 -0.180
H -3.200 3.529 -2.041 0.3502 0.1778 -0.1464 0.231
C 1.285 1.360 -1.016 0.6441 -0.5538 -0.0643 -0.314
H -3.376 4.734 -3.324 0.3285 -0.1336 0.2006 0.200
O 1.232 -1.579 7.963 -0.3335 0.9574 -1.6578 -0.404
C -2.650 4.058 -2.838 -0.2818 0.0390 0.2936 -0.628
H -1.085 -1.544 -2.533 -0.3083 0.1080 0.0411 0.159
H 0.942 -0.791 -4.767 -0.1162 -0.4273 0.3595 0.213
H -1.846 4.683 -2.420 -0.2285 -0.4226 0.0675 0.211
H 1.858 -4.326 4.023 -0.2359 0.4350 -0.1499 0.230
C -0.947 3.627 -4.707 -0.2388 -0.3588 0.1283 -0.457
H -2.219 0.798 -1.684 0.2415 -0.3060 0.1468 0.194
C 0.900 -0.590 4.543 0.3075 -0.2311 0.2881 -0.177
C -3.351 2.598 -4.691 -0.1479 0.0718 -0.3325 -0.626
H 0.514 2.050 -1.331 -0.1362 -0.2863 -0.0717 0.210
```
Forces are in eV/Å.

HOMO = -0.119 Ha
total charge = -1